Arrangement 1

{
  "formula": "C4H10O2",
  "method": "ωB97M-V/def2-TZVPD",
  "smiles": "COC[C@H](C)O",
  "lumo_energy_ev": 0.98,
  "elements": ["C", "O", "C", "C", "C", "O", "H", "H", "H", "H", "H", "H", "H", "H", "H", "H"],
  "positions_angstrom": [[0.753, 2.099, -0.849], [-0.332, 1.596, -0.093], [-0.826, 0.338, -0.519], [0.153, -0.777, -0.121], [-0.518, -2.136, -0.065], [0.679, -0.493, 1.158], [1.324, 1.303, -1.341], [0.402, 2.804, -1.612], [1.422, 2.625, -0.162], [-1.022, 0.326, -1.602], [-1.778, 0.208, 0.009], [0.972, -0.815, -0.861], [0.219, -2.893, 0.219], [-0.953, -2.417, -1.031], [-1.305, -2.122, 0.696], [0.579, 0.465, 1.274]]
}

---

Arrangement 2

{
  "formula": "C4H10O2",
  "method": "ωB97M-V/def2-TZVPD",
  "smiles": "CC(C)(O)CO",
  "lumo_energy_ev": 0.75,
  "elements": ["C", "C", "C", "O", "C", "O", "H", "H", "H", "H", "H", "H", "H", "H", "H", "H"],
  "positions_angstrom": [[1.379, 0.162, 0.948], [0.050, -0.166, 0.284], [0.148, -1.399, -0.622], [-0.878, -0.424, 1.331], [-0.438, 1.064, -0.479], [-1.719, 0.768, -1.015], [1.225, 0.928, 1.713], [1.794, -0.727, 1.431], [2.105, 0.533, 0.215], [0.636, -1.183, -1.581], [0.706, -2.190, -0.110], [-0.855, -1.781, -0.831], [-1.745, -0.419, 0.897], [-0.496, 1.895, 0.238], [0.275, 1.340, -1.270], [-2.188, 1.599, -1.149]]
}

---

Energies in kJ/mol, measured from the most stable structure: arrangement 1 61.0; arrangement 2 0.0.

---

Arrangement 1

{
  "formula": "C4H10O2",
  "method": "ωB97M-V/def2-TZVPD",
  "smiles": "CC(C)C=O.O",
  "lumo_energy_ev": 0.85,
  "elements": ["C", "C", "C", "C", "O", "H", "H", "H", "H", "H", "H", "H", "H", "O", "H", "H"],
  "positions_angstrom": [[0.781, -1.903, 0.215], [1.130, -0.931, -0.974], [0.331, -0.972, -2.257], [1.015, 0.551, -0.411], [1.642, 1.523, -0.833], [0.527, -2.970, -0.186], [1.615, -1.814, 0.913], [-0.113, -1.476, 0.659], [2.218, -0.982, -1.184], [0.157, -1.920, -2.821], [-0.640, -0.400, -2.211], [0.925, -0.457, -3.031], [0.232, 0.786, 0.257], [-3.762, 1.548, 3.445], [-3.881, 2.299, 2.930], [-3.625, 1.899, 4.340]]
}

---

Arrangement 2

{
  "formula": "C4H10O2",
  "method": "ωB97M-V/def2-TZVPD",
  "smiles": "CO[C@@H](C)CO",
  "lumo_energy_ev": 1.01,
  "elements": ["C", "O", "C", "C", "C", "O", "H", "H", "H", "H", "H", "H", "H", "H", "H", "H"],
  "positions_angstrom": [[-0.777, -1.901, 0.265], [-0.478, -0.584, 0.680], [0.230, 0.219, -0.244], [-0.685, 0.972, -1.210], [1.059, 1.176, 0.618], [1.749, 0.433, 1.595], [-1.593, -1.924, -0.471], [0.104, -2.411, -0.158], [-1.101, -2.465, 1.148], [0.942, -0.419, -0.794], [-1.400, 0.284, -1.682], [-0.091, 1.453, -2.005], [-1.238, 1.760, -0.674], [1.782, 1.711, -0.007], [0.393, 1.926, 1.081], [1.103, -0.229, 1.858]]
}

---

Energies in kJ/mol, measured from the most stable structure: arrangement 1 47.8; arrangement 2 0.0.

---

Arrangement 1

{
  "formula": "C4H10O2",
  "method": "ωB97M-V/def2-TZVPD",
  "smiles": "CC(C)C=O.O",
  "lumo_energy_ev": 1.00,
  "elements": ["C", "C", "C", "C", "O", "H", "H", "H", "H", "H", "H", "H", "H", "O", "H", "H"],
  "positions_angstrom": [[-0.707, 2.045, 1.309], [-0.587, 0.489, 1.241], [-1.939, -0.221, 1.207], [0.271, 0.198, 0.053], [-0.163, -0.463, -0.865], [-1.364, 2.226, 2.177], [0.236, 2.555, 1.369], [-1.340, 2.378, 0.481], [-0.102, 0.253, 2.210], [-2.678, 0.295, 1.818], [-2.195, -0.093, 0.144], [-1.906, -1.303, 1.372], [1.094, 0.895, -0.134], [3.545, -2.754, -4.216], [4.509, -2.824, -4.183], [3.326, -3.677, -3.982]]
}

---

Arrangement 2

{
  "formula": "C4H10O2",
  "method": "ωB97M-V/def2-TZVPD",
  "smiles": "C[C@H](C=O)CO.[H][H]",
  "lumo_energy_ev": 0.63,
  "elements": ["C", "C", "C", "O", "C", "O", "H", "H", "H", "H", "H", "H", "H", "H", "H", "H"],
  "positions_angstrom": [[-1.704, -0.628, 0.047], [-0.598, 0.385, -0.252], [0.297, -0.072, -1.385], [1.448, 0.283, -1.543], [0.185, 0.769, 1.017], [1.147, 1.766, 0.801], [-2.235, -0.929, -0.863], [-1.308, -1.534, 0.521], [-2.439, -0.190, 0.729], [-1.057, 1.310, -0.636], [-0.167, -0.763, -2.125], [-0.526, 1.170, 1.749], [0.626, -0.139, 1.466], [1.712, 1.445, 0.081], [2.217, -1.695, 0.451], [2.403, -1.179, -0.057]]
}

---

Arrangement 3

{
  "formula": "C4H10O2",
  "method": "ωB97M-V/def2-TZVPD",
  "smiles": "C=CC=C.O.O",
  "lumo_energy_ev": 0.08,
  "elements": ["C", "C", "C", "C", "H", "H", "H", "H", "H", "H", "O", "H", "H", "O", "H", "H"],
  "positions_angstrom": [[-2.156, -1.255, 0.616], [-1.197, -0.291, 0.617], [-0.825, 0.676, -0.420], [-0.079, 1.749, -0.130], [-3.211, -1.159, 0.375], [-1.840, -2.190, 1.046], [-0.518, -0.298, 1.469], [-1.289, 0.604, -1.406], [0.203, 2.498, -0.865], [0.259, 1.913, 0.891], [2.277, -0.178, 1.185], [2.341, -1.064, 0.840], [2.225, 0.408, 0.449], [1.677, -0.523, -1.586], [1.126, 0.230, -1.850], [1.006, -1.119, -1.233]]
}

---

Energies in kJ/mol, measured from the most stable structure: arrangement 1 0.0; arrangement 2 54.2; arrangement 3 154.5.

---

Arrangement 1

{
  "formula": "C4H10O2",
  "method": "ωB97M-V/def2-TZVPD",
  "lumo_energy_ev": 0.72,
  "elements": ["C", "O", "C", "C", "C", "O", "H", "H", "H", "H", "H", "H", "H", "H", "H", "H"],
  "positions_angstrom": [[-0.746, -0.320, -1.537], [-0.588, 0.012, -0.158], [1.064, 0.584, 0.178], [-1.387, 1.128, 0.267], [1.483, -0.380, 1.222], [1.619, -1.765, 0.889], [-0.536, 0.549, -2.173], [-0.018, -1.108, -1.732], [-1.764, -0.682, -1.703], [1.486, 0.218, -0.771], [-2.429, 0.960, -0.018], [-0.984, 2.046, -0.169], [-1.292, 1.169, 1.351], [2.492, -0.033, 1.490], [0.873, -0.276, 2.131], [0.728, -2.101, 0.732]]
}

---

Arrangement 2

{
  "formula": "C4H10O2",
  "method": "ωB97M-V/def2-TZVPD",
  "smiles": "CCCC=O.O",
  "lumo_energy_ev": 0.71,
  "elements": ["C", "C", "C", "C", "O", "H", "H", "H", "H", "H", "H", "H", "H", "O", "H", "H"],
  "positions_angstrom": [[-1.178, 0.329, -0.302], [-0.303, -0.426, 0.692], [0.322, -1.724, 0.180], [1.829, -1.625, 0.016], [2.568, -2.299, 0.684], [-0.830, 0.238, -1.335], [-1.398, 1.347, -0.002], [-2.146, -0.179, -0.396], [-0.986, -0.612, 1.529], [0.476, 0.160, 1.186], [-0.167, -2.092, -0.724], [0.161, -2.512, 0.905], [2.152, -0.869, -0.724], [0.163, 3.633, -0.481], [-0.506, 3.283, 0.116], [-0.157, 3.346, -1.344]]
}

---

Arrangement 3

{
  "formula": "C4H10O2",
  "method": "ωB97M-V/def2-TZVPD",
  "smiles": "C[C@@H]1CO1.CO",
  "lumo_energy_ev": 1.05,
  "elements": ["C", "C", "C", "O", "H", "H", "H", "H", "H", "H", "C", "O", "H", "H", "H", "H"],
  "positions_angstrom": [[2.538, 0.329, -1.008], [1.425, -0.328, -0.238], [0.099, -0.524, -0.822], [0.338, 0.525, 0.123], [3.182, 0.906, -0.337], [2.125, 1.010, -1.758], [3.153, -0.424, -1.513], [1.727, -1.008, 0.560], [-0.094, -0.184, -1.840], [-0.546, -1.323, -0.455], [-2.748, 0.253, 0.807], [-1.803, -0.429, 1.601], [-2.358, 1.204, 0.422], [-3.066, -0.353, -0.056], [-3.635, 0.469, 1.411], [-0.938, -0.046, 1.391]]
}

---

Arrangement 4

{
  "formula": "C4H10O2",
  "method": "ωB97M-V/def2-TZVPD",
  "lumo_energy_ev": -3.66,
  "elements": ["O", "C", "C", "C", "C", "H", "H", "H", "H", "H", "H", "H", "H", "H", "H", "O"],
  "positions_angstrom": [[2.174, 0.071, -1.528], [2.088, -0.084, -0.020], [1.094, 0.809, 0.544], [-0.389, 0.592, 0.229], [-0.837, -0.870, 0.023], [3.172, 0.064, 0.284], [1.303, 1.411, 1.420], [1.866, -1.178, 0.079], [-1.061, 0.970, 0.975], [-0.639, 1.184, -0.726], [-1.910, -0.810, -0.027], [-0.478, -1.488, 0.817], [-0.440, -1.284, -0.919], [-4.331, -0.156, 0.143], [1.764, 0.928, -1.551], [-3.377, -0.158, 0.259]]
}

---

Energies in kJ/mol, measured from the most stable structure: arrangement 1 372.4; arrangement 2 0.0; arrangement 3 84.2; arrangement 4 609.4.